Record 1
The following is a quantum chemistry calculation of a 10-piece molecular cluster, C5H32N2O9 overall at a distorted geometry, from the OMol25 dataset.

Positions of all 48 atoms, in Å:
C -0.89309 -1.86546 3.13226
C -0.59193 -1.13175 1.81762
N -1.26344 -1.84561 0.69985
C -1.32923 0.21963 1.86240
C -0.74423 1.22950 2.86794
C 0.83433 1.19147 2.93090
N 1.47263 1.58290 1.69539
H -0.44160 -2.85539 3.01446
H -1.94203 -2.06243 3.34743
H -0.37686 -1.36508 3.95089
H 0.45697 -0.99917 1.60882
H -0.70805 -2.66333 0.50262
H -2.20672 -2.11216 0.94616
H -2.32647 0.09108 2.29888
H -1.38548 0.60543 0.85616
H -0.84497 2.25877 2.51344
H -1.14211 1.21079 3.88111
H 1.22446 0.22549 3.23651
H 1.05048 1.94745 3.68500
H 1.47925 2.58237 1.61248
H 1.30303 1.10931 0.82075
O 1.51437 -4.08860 0.78547
H 1.76734 -4.33718 -0.11972
H 2.38084 -3.78125 1.09609
O 0.45992 -0.77084 -4.54782
H 1.01393 -0.08389 -4.88990
H -0.46329 -0.68284 -4.32666
O -1.08372 -0.76711 -1.89201
H -2.02283 -0.54692 -1.98100
H -0.93948 -1.05461 -0.94954
O 0.80782 3.40895 -1.05838
H 0.97138 2.61088 -1.60146
H 1.36919 4.13070 -1.30301
O 1.73335 -0.92552 -1.96916
H 1.01809 -1.14247 -2.58949
H 2.14377 -0.12522 -2.32471
O 0.47060 1.33711 -2.63825
H 0.00306 1.71713 -3.36527
H -0.08675 0.61022 -2.29037
O -1.94303 3.16488 -0.59247
H -2.24452 4.04344 -0.36038
H -0.98083 3.13713 -0.63598
O -2.57648 1.26215 -2.55651
H -3.31626 1.85207 -2.69955
H -2.18159 1.68310 -1.75635
O 3.39074 -2.84777 -0.62262
H 4.31056 -2.89215 -0.89240
H 2.85889 -2.26523 -1.19960

Results
* M: 264.32 g mol⁻¹
* net charge: 0
* DFT total energy: -27112.5810 eV
* LUMO energy: 0.311 eV
* SMILES: C[C@@H](N)CCCN.O.O.O.O.O.O.O.O.O
* largest force on an atom: 3.57 eV/Å

Record 2
The following is a quantum chemistry calculation of one molecule with the formula C8H19NO at a distorted geometry, from the OMol25 dataset.

Positions of all 29 atoms, in Å:
C -1.57968 -1.01909 1.43856
C -0.89049 -1.26204 0.04120
C -1.96171 -1.38265 -0.98002
N 0.24027 -0.35181 -0.39220
C 1.48468 -0.78168 0.17909
C 2.64328 -0.15740 -0.53953
O 3.85087 -0.65992 0.05253
C -0.01709 1.16205 -0.29977
C 0.24370 1.79175 1.05986
C -1.32952 1.59338 -0.92317
H -0.78405 -1.07753 2.22695
H -2.24596 -1.95122 1.60060
H -2.06104 -0.02368 1.46399
H -0.34617 -2.22109 0.07312
H -2.70667 -2.18575 -0.68261
H -1.48840 -1.54551 -1.93623
H -2.53601 -0.53122 -1.21855
H 1.58248 -1.90628 0.03502
H 1.63340 -0.50198 1.18272
H 2.51284 0.97771 -0.33118
H 2.63632 -0.26909 -1.66932
H 4.62408 -0.42430 -0.46100
H 0.65294 1.60308 -1.08198
H -0.47721 1.53087 1.87216
H 1.31238 1.62626 1.34192
H 0.07427 2.85321 0.91736
H -1.67510 0.87974 -1.75280
H -2.15782 1.54842 -0.11213
H -1.23459 2.68575 -1.10458

Results
* M: 145.25 g mol⁻¹
* net charge: 0
* DFT total energy: -12139.9359 eV
* LUMO energy: 0.891 eV
* SMILES: CC(C)N(CCO)C(C)C
* largest force on an atom: 2.84 eV/Å

Record 3
The following is a quantum chemistry calculation of a 2-piece molecular cluster, C5H11BrOSi overall at a distorted geometry, from the OMol25 dataset.

Positions of all 19 atoms, in Å:
C -0.56192 -3.51131 0.19380
C -0.97585 -2.41513 -0.44616
C -0.06371 2.36889 -0.24729
C 1.45260 -0.63715 0.60402
C -1.37391 1.66516 -0.81191
O -1.22877 0.28613 -0.55661
Si -0.07617 -0.84718 -0.43428
Br 2.11128 -0.09934 -2.83209
H -1.07589 -4.46661 0.35854
H 0.37246 -3.48569 0.89656
H -1.78354 -2.67802 -1.06302
H 0.64452 2.13079 -0.95576
H -0.28820 3.36797 -0.22660
H 0.11170 1.88022 0.70831
H 1.81629 -1.67298 0.86018
H 2.14934 -0.04791 -0.01481
H 1.26390 -0.20465 1.66268
H -1.50465 1.92060 -1.94411
H -2.26209 1.93054 -0.34590

Results
* M: 195.13 g mol⁻¹
* net charge: 0
* DFT total energy: -85330.0817 eV
* LUMO energy: -0.951 eV
* largest force on an atom: 4.45 eV/Å

Record 4
The following is a quantum chemistry calculation of a 4-piece molecular cluster, H10O5 overall at a distorted geometry, from the OMol25 dataset.

Positions of all 15 atoms, in Å:
H 0.35079 0.52025 0.34843
H -0.53549 1.45657 1.21834
H -1.02428 1.17544 -0.75666
H 0.35096 1.08278 -1.44398
H 2.68375 -2.38452 0.03138
H 1.84137 -2.13765 1.20761
H -4.38520 0.96690 2.70995
H -5.29456 1.67098 3.80998
H 2.77793 -1.76823 -2.54331
H 3.35636 -1.01772 -3.79159
O 0.16139 1.45433 0.51152
O -0.32729 1.66112 -1.04537
O 1.79958 -2.11090 0.23382
O -5.06882 0.81304 3.36678
O 3.41994 -1.76318 -3.16552

Results
* M: 90.08 g mol⁻¹
* net charge: 0
* DFT total energy: -10393.5387 eV
* LUMO energy: 0.123 eV
* largest force on an atom: 17.46 eV/Å

Record 5
The following is a quantum chemistry calculation of one molecule with the formula C20H19ClN2O3, from the OMol25 dataset.

Positions of all 45 atoms, in Å:
C 2.81171 2.14523 1.54542
C 2.30540 1.51547 0.29076
C 1.10337 0.88796 0.20124
C 0.16296 0.73898 1.31048
O 0.23639 1.23776 2.41383
O -0.85616 -0.06548 0.94976
C -1.88716 -0.32202 1.90503
C -3.21090 0.05670 1.30046
C -4.06610 -0.91246 0.79467
C -5.26522 -0.54854 0.20670
C -5.61411 0.78773 0.11098
C -4.76079 1.76016 0.60539
C -3.56477 1.39650 1.19745
C 0.67918 0.22556 -1.09231
C 0.79420 -1.28517 -0.98425
C -0.31775 -2.09829 -1.15471
C -0.21111 -3.47291 -1.04798
C 1.02420 -4.03889 -0.77687
Cl 1.16646 -5.75641 -0.64313
C 2.14715 -3.24411 -0.61127
C 2.02436 -1.87083 -0.71395
N 1.48704 0.73205 -2.18187
C 2.73798 1.22639 -2.08357
O 3.45088 1.39271 -3.05046
N 3.14390 1.59580 -0.79791
C 4.46322 2.18094 -0.69145
H 3.74536 1.67902 1.85494
H 2.08028 2.03379 2.33737
H 2.99881 3.20559 1.38547
H -1.85105 -1.39057 2.13937
H -1.67797 0.26142 2.80892
H -3.79206 -1.95525 0.86581
H -5.92756 -1.30937 -0.17948
H -6.54941 1.07129 -0.34848
H -5.02921 2.80369 0.53158
H -2.89730 2.15269 1.58515
H -0.36800 0.47855 -1.30447
H -1.27939 -1.65140 -1.35768
H -1.07717 -4.10331 -1.17550
H 3.10371 -3.69632 -0.40171
H 2.89767 -1.24934 -0.58268
H 1.23305 0.42803 -3.11044
H 4.91529 2.12350 -1.68084
H 5.07815 1.62625 0.01762
H 4.41251 3.22692 -0.38734

Results
* M: 370.84 g mol⁻¹
* net charge: 0
* DFT total energy: -42694.8758 eV
* LUMO energy: 0.606 eV
* SMILES: CC1=C(C(=O)OCc2ccccc2)[C@H](c2ccc(Cl)cc2)NC(=O)N1C
* largest force on an atom: 0.72 eV/Å

Record 6
The following is a quantum chemistry calculation of a 2-piece molecular cluster, C3H8N6O6 overall at a distorted geometry, from the OMol25 dataset.

Positions of all 23 atoms, in Å:
O -0.14236 2.80706 2.68794
N -1.09531 2.10798 2.73611
O -1.64652 1.54681 3.60026
N -1.75089 1.66436 1.14983
O -2.83347 1.14701 1.22150
O -0.92822 1.84856 0.27923
N 2.07678 -1.05735 -1.94486
C 1.83213 0.03659 -0.98200
C 0.72696 -0.38435 -0.04114
C -0.43479 -0.87988 -0.73761
N -0.46469 -1.00801 -2.05157
N -1.50644 -1.43536 -0.13159
N 0.71150 -0.12286 1.24858
O -0.40467 -0.17280 1.78517
O 1.63185 0.29358 1.91653
H 2.91757 -0.72467 -2.39662
H 2.28902 -2.02411 -1.60980
H 2.70620 0.38315 -0.41360
H 1.43134 0.81169 -1.61070
H 0.17926 -0.42963 -2.65038
H -1.37781 -1.30104 -2.30888
H -2.44830 -1.47500 -0.62377
H -1.46915 -1.63173 0.87737

Results
* M: 224.13 g mol⁻¹
* net charge: 0
* DFT total energy: -24455.9920 eV
* LUMO energy: -0.213 eV
* SMILES: O=[N+]([O-])[N+](=O)[O-].NCC(=C(N)N)[N+](=O)[O-]
* largest force on an atom: 4.40 eV/Å

Record 7
The following is a quantum chemistry calculation of C7H17NO as an isolated structure at a distorted geometry, from the OMol25 dataset.

Positions of all 26 atoms, in Å:
C -0.05874 1.23635 0.89733
C -1.39023 1.89973 1.15622
C -1.60464 -0.32667 1.93861
C 1.82185 -1.00659 0.40029
C 0.48242 -1.23419 1.05392
O 0.14258 -2.35602 1.38912
N -0.30731 -0.17599 1.24538
H 0.26529 1.34274 -0.13905
H 0.65904 1.65552 1.60834
H -2.04466 1.81803 0.24302
H -1.21026 2.91996 1.41856
H -1.46026 -0.93138 2.83726
H 1.67435 -0.45214 -0.50676
H -1.87043 1.39635 1.98017
H -1.86721 0.65747 2.18672
H -2.37985 -0.80172 1.31806
H 2.47469 -0.46521 1.11236
H 2.31132 -1.97219 0.07075
C 0.50067 0.82867 -2.85737
C 0.49716 0.45121 -4.32760
H 0.03652 0.05613 -2.21717
H 1.51799 1.01637 -2.51652
H -0.14264 1.68174 -2.72173
H 0.92645 1.24907 -4.87275
H -0.52273 0.22459 -4.65800
H 1.15190 -0.40637 -4.54230

Results
* M: 131.22 g mol⁻¹
* net charge: 0
* DFT total energy: -11068.7055 eV
* LUMO energy: 0.767 eV
* largest force on an atom: 8.48 eV/Å

Record 8
The following is a quantum chemistry calculation of an isolated ion of composition C6H11N4O and charge +1 at a distorted geometry, from the OMol25 dataset.

Positions of all 22 atoms, in Å:
C -0.01725 0.72772 1.53426
C -0.06794 -0.58769 1.73291
C 0.02958 -1.07168 -0.60810
C 0.25954 -0.58593 -2.88341
C 0.03888 1.40966 0.13197
C -0.07760 -1.20823 3.02945
N -0.05391 -1.38485 -1.80113
N -0.01867 -1.48439 0.63174
N 0.83140 0.79774 -0.82469
N 0.52870 0.96909 -2.10329
O -1.34722 1.45705 -0.38906
H 0.06221 1.54327 2.23448
H 1.29694 -0.95627 -3.36047
H -0.52411 -0.56722 -3.68531
H 0.18738 2.48216 0.14595
H -0.40928 -0.52074 3.89113
H 0.91414 -1.79903 3.09835
H -0.85886 -2.07712 3.08268
H 0.14379 -2.34190 0.97159
H 1.30932 1.40602 -2.58986
H -0.36756 1.58425 -2.20398
H -1.85948 2.20809 -0.03520

Results
* M: 155.18 g mol⁻¹
* net charge: +1
* DFT total energy: -14397.1632 eV
* LUMO energy: -3.150 eV
* largest force on an atom: 4.72 eV/Å

The records above give, respectively, orbital gap values of 8.713 9.246 7.472 6.902 9.219 8.358 9.836 9.612 eV.
The records above give, respectively, E_HOMO values of -0.3088 -0.3070 -0.3095 -0.2491 -0.3165 -0.3150 -0.3333 -0.4690 hartree.